Below is an isolated molecule of C3H6N2O2, with properties calculated with wB97M-V/def2-TZVPD.

```
13
Properties=species:S:1:pos:R:3
O -0.23158 1.91508 0.59722
O 1.08886 0.81636 2.04712
N -1.55225 -0.82264 -0.23549
N 0.77353 0.02066 -1.66046
C 0.34461 0.91541 0.91702
C 0.88860 -0.31144 -0.37092
C -0.28142 -0.68453 0.33292
H 1.70342 0.07944 1.91660
H -2.29623 -0.93482 0.43899
H -1.78606 -0.07780 -0.88171
H -0.15070 -1.23345 1.25778
H -0.04425 -0.15230 -2.23307
H 1.54347 0.47005 -2.12601
```

Summary:
Energy relative to the best compared isomer or geometry (same formula, charge and spin) (kJ/mol): 351.7
HOMO (eV): -8.5
Frontier orbital gap (eV): 9.269
E_tot (eV): -10281.153
Largest force on an atom (eV Å⁻¹): 0.476